49
Properties=species:S:1:pos:R:3 method="wB97M-V/def2-TZVPD" relative_energy_kj_mol=128.43 homo_lumo_gap_ev=7.5937 spin_multiplicity=1 charge=+1
C 0.87759 3.33938 0.77061
C -3.29367 -2.77867 -2.80090
H 1.01272 -4.87447 -0.44608
H -1.84938 1.45657 1.58193
C -3.01186 -3.62843 -4.04517
H 0.49167 -2.38826 -4.63231
H -2.25609 1.09007 -2.23392
C -0.04817 2.30617 -1.20948
C 1.43405 -4.05029 -1.04502
C -2.09724 -1.01485 -1.39846
O -3.38351 1.40045 -0.49739
C -0.09292 2.70183 1.56132
H -2.65011 -4.62319 -3.76137
C -0.09103 -5.37380 -3.32184
C -1.07048 1.91089 0.96225
H -1.11683 -0.61413 -1.09821
H -3.07714 -0.88038 -0.89091
H -0.06291 2.13769 -2.28620
H -3.90114 -1.91200 -3.09714
H 1.72413 3.54496 -1.19106
H 1.81498 5.25490 0.92007
H -5.34871 1.22376 -0.24614
C 1.87403 4.26657 1.40093
C -1.09392 1.74285 -0.44812
H -5.03295 -3.93401 -2.18234
H 0.82413 -5.81466 -3.75384
H -0.07810 2.87205 2.63678
C -2.24270 1.10265 -1.13089
H -0.83510 -5.28066 -4.12204
H -0.47723 -6.06083 -2.55275
H 1.67802 4.35724 2.47418
H -4.88372 2.14397 -1.71020
H -3.49641 -4.52168 -1.55450
H 2.11335 -2.89580 -4.06613
C -4.06201 -3.61493 -1.78811
H -4.77988 0.36409 -1.74844
C 1.12715 -2.52041 -3.74155
C 0.92566 3.08646 -0.59819
H 1.49918 -3.15042 -0.41233
H 2.45016 -4.33653 -1.36572
H -3.95567 -3.78390 -4.59240
H 1.26583 -1.53879 -3.25827
O -1.02425 -3.04752 -1.97200
Si 0.37400 -3.73986 -2.54996
H -2.30161 -3.14711 -4.73269
C -2.05867 -2.20286 -2.11500
H -4.24005 -3.05959 -0.86527
H 2.92035 3.92831 1.31483
C -4.67325 1.25603 -1.11139

96
Properties=species:S:1:pos:R:3 method="wB97M-V/def2-TZVPD" homo_lumo_gap_ev=8.3488 spin_multiplicity=1 charge=+1
C 0.92677 1.44614 5.92418
C -0.47688 2.00402 6.15468
O -1.44412 1.60163 -1.62664
C -5.96769 -8.45090 0.01688
N 3.26883 5.66803 -2.75824
H 0.05702 0.46040 -5.46160
C -3.69038 -5.86459 -1.82616
H -1.54824 2.65236 -4.03680
H -0.72665 2.04397 7.21954
H 3.16196 1.19724 1.14437
N 5.71560 4.58166 -2.06490
H -6.66882 -9.99540 1.35371
C 4.98075 3.28843 -0.03345
C -0.52689 3.39478 5.52432
H 6.29834 4.97596 -2.83563
C -7.21133 -7.39697 2.11786
N 3.81901 4.02412 -0.69876
H -2.41815 -0.61627 -2.71898
H -7.57927 -9.90376 -0.15730
C 0.75309 4.24536 -0.89867
O -6.23689 -5.84084 0.23759
H -6.79655 -7.89372 3.00005
H 3.33211 4.92454 2.19189
O 8.42475 1.99541 -1.31952
H -4.09531 -3.88400 -1.06453
C 2.29435 5.05061 1.64418
O -0.04816 3.42331 2.92316
O -3.45061 -3.01124 -3.98208
H -1.51962 3.62088 5.12698
O -4.62301 -7.02831 1.79567
B 7.85892 3.24726 -0.76303
H -0.48961 5.60949 0.60404
C 8.80721 4.32662 0.09760
H 1.64309 1.96964 6.56860
H -1.21038 -4.59400 -1.82919
H -2.92577 -6.63891 -1.68924
O 5.55660 2.70990 2.60413
H -1.92898 -2.95579 -1.72469
H 2.16544 6.12264 1.16768
H 2.30998 1.65741 4.23447
H -8.77923 -8.89425 1.93334
C -3.25645 -4.58904 -1.10555
H 8.73458 5.35259 -0.48517
H -8.63677 -7.79894 0.54725
H 2.70861 6.23916 -2.07408
H 0.85824 5.21826 -1.53998
H 8.05994 3.50919 2.08989
B 4.89492 2.33160 1.30541
H -3.55909 -6.38358 -3.94067
H -2.93413 -4.79156 -0.08002
O -1.58582 -4.67319 -4.43237
C 1.24441 1.72000 4.46169
H -5.01010 -8.97752 0.03166
C -7.08702 -9.30251 0.61347
H 9.31849 1.86873 -0.86216
C 4.20661 4.82828 -1.91943
H 9.92942 3.98097 0.15866
O 1.72696 4.30288 4.50986
H 0.23269 2.55652 -4.21029
C -2.12669 -4.00685 -1.94188
H -1.20329 1.48099 -6.17663
C 8.11299 4.57453 1.57763
C 6.27540 3.69592 -0.96480
H -6.20435 -8.13654 -1.00333
S -2.68640 -4.18764 -3.62403
H 1.38771 4.76282 2.36435
O 0.72988 0.56237 -2.42411
H -4.62995 -6.25667 -1.42444
C -0.49920 4.51246 0.17719
H -2.91559 0.46828 -4.74667
H -0.87509 -1.28338 -3.33432
H -0.26781 3.79352 1.10126
H -4.83113 -5.18447 -3.55497
C -1.92974 -0.01227 -4.75721
S -0.64002 0.97057 -2.65408
H 0.98219 0.37815 6.15431
H -1.21282 1.35202 5.66864
H 0.42667 3.35304 -1.61811
C -1.53895 -0.41451 -3.33609
H 3.90511 6.38137 -3.22594
P 2.27519 3.79090 0.16121
H -1.53772 4.16818 -0.24122
H 7.04245 5.02146 1.40622
H -7.74219 -6.48989 2.41178
H 6.15096 1.92198 2.79796
S -5.85624 -6.98743 1.03545
C -8.06743 -8.35429 1.30216
H 0.67887 1.05291 3.80427
C -3.82282 -5.53010 -3.31096
C -0.68954 1.97974 -4.12199
H -0.22553 4.16799 6.23636
C -0.88417 0.98410 -5.25582
H 8.76199 5.27079 2.26941
O 4.14050 1.04236 1.30754
H -1.99847 -0.88768 -5.41053
S 0.65849 3.38051 4.18778

66
Properties=species:S:1:pos:R:3 method="wB97M-V/def2-TZVPD" homo_lumo_gap_ev=5.2762 spin_multiplicity=1 charge=-1
H -4.60784 0.97952 6.07862
C 2.39058 -3.06630 5.96052
C -4.46817 -0.02470 5.65753
C -0.42571 7.72284 5.50926
C 1.72456 2.30012 3.30015
H -2.33156 1.46628 5.77677
C -0.24996 6.01583 3.66322
C -4.18754 -2.57951 4.66743
H -1.27843 5.49553 6.83320
C 2.64242 -0.47880 5.24193
N -1.73719 2.15246 2.29544
Co 0.92100 -0.30030 5.48558
C -1.00910 5.26577 5.80356
C 0.70447 -0.93836 3.87247
H 2.44134 1.50348 3.05238
C -1.48118 1.85934 -0.17423
H -2.16096 -2.01652 4.18740
C -5.53830 -0.91562 5.70577
C -3.22021 -0.34943 5.05880
C -3.08122 2.64356 2.31524
H -1.06552 8.42793 4.96309
H 1.61483 1.58364 -1.63889
H -6.27314 -2.91380 5.22018
H 1.72753 2.44685 4.38498
C -0.77354 3.63135 4.00202
H -0.77238 1.83986 -2.21945
C -1.08825 3.94766 5.32314
C 0.17911 -3.82839 7.20441
O 0.54356 -1.20756 2.75194
H -0.47829 -1.23809 7.58037
C -0.86850 -0.12656 5.70758
H -3.51511 2.44552 3.29980
H -2.54312 2.01267 -0.40011
H -1.40771 3.15719 5.99075
C -1.07363 1.76525 1.15267
O -0.09213 -4.22760 3.51356
H 2.04732 3.23516 2.80038
H 0.60532 8.08811 5.41856
O 3.50872 -3.40437 6.00277
C -0.85154 2.24529 3.41060
H 2.33392 1.50079 0.79216
C -0.35753 4.70638 3.17238
H -6.51755 -0.60169 6.10880
C -2.01047 0.55390 5.18711
C -0.56734 6.31270 4.99528
C -0.36242 -1.10158 6.49107
C 1.32977 1.10259 6.40652
O 1.54114 2.07470 7.06085
O 3.79888 -0.54039 5.06541
H -0.69510 7.77780 6.56516
C 0.18829 -3.64923 4.45011
O -0.12816 -4.46442 8.12431
C 0.87173 1.63346 -0.82796
Co 0.64865 -2.75500 5.91214
C -3.11122 -1.67866 4.61071
H -1.40782 1.32454 4.15326
H 0.08278 6.84330 3.02521
H -0.11106 4.57329 2.11254
H -4.07420 -3.57710 4.24968
C -0.49112 1.78010 -1.15983
H -3.10876 3.73159 2.16462
C 1.27956 1.55965 0.50859
N 0.42080 1.84774 2.84205
C -5.42520 -2.21569 5.21816
C 0.27966 1.60318 1.48678
H -3.65216 2.14381 1.52622

no.,highest occupied orbital energy (eV)
1,-12.00
2,-11.12
3,-3.04